{
  "formula": "C33H36Cl5NOP2S4Ta",
  "method": "ωB97M-V/def2-TZVPD",
  "charge": 1,
  "multiplicity": 1,
  "e_tot_ha": -6042.40675,
  "e_lumo_ev": -4.4,
  "e_above_lowest_kj_mol": 85.2,
  "elements": ["Ta", "C", "C", "C", "P", "C", "C", "C", "C", "C", "C", "C", "C", "C", "N", "C", "C", "C", "C", "C", "C", "P", "C", "C", "C", "C", "C", "C", "H", "H", "H", "H", "H", "H", "H", "H", "H", "H", "H", "H", "H", "H", "H", "H", "H", "H", "H", "H", "H", "H", "H", "H", "H", "H", "H", "H", "H", "H", "H", "H", "H", "H", "H", "H", "O", "C", "S", "C", "C", "S", "S", "S", "Cl", "C", "C", "C", "Cl", "C", "Cl", "C", "Cl", "C", "Cl"],
  "xyz": [[-0.478, -0.387, 0.826], [-2.688, 1.084, -3.808], [-1.627, 0.235, -3.084], [-0.268, 0.831, -3.440], [-1.999, 0.242, -1.260], [-3.732, -0.432, -1.109], [-3.950, -1.212, 0.198], [-4.052, -1.421, -2.244], [-1.704, 1.995, -0.913], [-2.624, 3.024, -1.040], [-2.290, 4.316, -0.664], [-1.028, 4.561, -0.146], [-0.089, 3.544, -0.034], [-0.400, 2.253, -0.447], [0.489, 1.134, -0.238], [1.894, 1.318, -0.299], [2.484, 2.412, -0.935], [3.855, 2.604, -0.890], [4.684, 1.712, -0.224], [4.128, 0.567, 0.319], [2.755, 0.346, 0.267], [1.976, -1.255, 0.535], [2.405, -2.152, -1.037], [3.907, -2.154, -1.363], [1.717, -1.552, -2.255], [2.548, -2.387, 1.901], [3.807, -3.218, 1.643], [2.643, -1.753, 3.288], [-2.668, 0.836, -4.870], [-2.440, 2.141, -3.713], [-3.706, 0.950, -3.456], [-1.675, -0.807, -3.409], [-0.214, 1.874, -3.131], [-0.152, 0.807, -4.525], [0.563, 0.298, -2.999], [-4.407, 0.426, -1.150], [-3.584, -2.231, 0.086], [-5.021, -1.261, 0.399], [-3.472, -0.779, 1.072], [-3.314, -2.223, -2.274], [-4.130, -0.981, -3.232], [-5.011, -1.885, -2.015], [-3.623, 2.811, -1.397], [-3.015, 5.112, -0.747], [-0.765, 5.556, 0.187], [0.873, 3.756, 0.410], [1.870, 3.122, -1.466], [4.278, 3.470, -1.381], [5.749, 1.883, -0.170], [4.770, -0.179, 0.769], [2.043, -3.172, -0.864], [4.203, -1.183, -1.760], [4.079, -2.894, -2.145], [4.566, -2.391, -0.538], [2.105, -0.547, -2.420], [0.633, -1.516, -2.178], [1.966, -2.144, -3.136], [1.700, -3.087, 1.909], [4.707, -2.605, 1.613], [3.750, -3.816, 0.738], [3.917, -3.908, 2.479], [3.322, -0.897, 3.299], [3.048, -2.497, 3.974], [1.676, -1.455, 3.679], [-0.848, -7.151, 2.627], [-0.893, -6.006, 2.311], [-1.022, -4.660, 3.476], [-0.994, -3.390, 2.278], [-0.882, -3.749, 0.985], [-0.868, -2.585, -0.296], [-0.788, -5.452, 0.612], [-1.094, -1.732, 2.767], [-4.155, 1.627, 1.421], [-2.688, 2.057, 2.230], [-1.520, 1.303, 2.084], [-0.477, 1.783, 2.851], [0.978, 0.827, 2.692], [-0.455, 2.901, 3.664], [0.965, 3.349, 4.514], [-1.627, 3.642, 3.743], [-1.681, 5.058, 4.700], [-2.745, 3.210, 3.025], [-4.188, 4.132, 3.131]],
  "lowdin_charge": [1.066, -0.099, -0.487, -0.098, 1.018, -0.526, -0.195, -0.107, -0.356, -0.108, -0.057, -0.039, -0.032, -0.331, -0.181, -0.322, -0.028, -0.047, -0.064, -0.085, -0.360, 0.991, -0.507, -0.094, -0.141, -0.499, -0.098, -0.136, 0.098, 0.080, 0.061, 0.107, 0.081, 0.100, 0.021, 0.088, 0.050, 0.092, -0.012, 0.071, 0.063, 0.095, 0.107, 0.115, 0.119, 0.121, 0.113, 0.116, 0.112, 0.110, 0.104, 0.082, 0.098, 0.049, 0.071, 0.007, 0.104, 0.089, 0.081, 0.072, 0.091, 0.078, 0.090, 0.012, -0.012, -0.978, 0.998, -1.129, -1.124, 0.591, 0.989, 0.600, 0.788, -0.642, -0.314, -0.654, 0.798, -0.707, 0.733, -0.702, 0.733, -0.695, 0.715]
}



{
  "formula": "C6H12S",
  "method": "ωB97M-V/def2-TZVPD",
  "smiles": "CS[C@]1(C)C[C@H]1C",
  "multiplicity": 1,
  "e_tot_ha": -633.92521,
  "e_lumo_ev": 1.0,
  "e_above_lowest_kj_mol": 156.1,
  "elements": ["C", "C", "C", "C", "C", "C", "S", "H", "H", "H", "H", "H", "H", "H", "H", "H", "H", "H", "H"],
  "xyz": [[0.388, -0.843, -1.200], [0.889, -1.233, 0.197], [-0.207, -0.204, 0.095], [2.284, -0.762, 0.691], [0.165, 1.208, 0.442], [-3.089, 0.424, -0.033], [-1.828, -0.935, 0.491], [1.134, -0.290, -1.697], [-0.210, -1.600, -1.839], [0.683, -2.195, 0.583], [2.314, -0.473, 1.700], [2.651, -0.101, -0.017], [2.981, -1.764, 0.737], [0.112, 1.207, 1.467], [-0.549, 1.914, -0.009], [1.154, 1.304, 0.015], [-2.734, 1.379, 0.289], [-4.023, 0.231, 0.520], [-3.346, 0.269, -1.069]],
  "lowdin_charge": [-0.095, -0.345, -0.741, -0.061, -0.062, -0.321, 0.840, 0.072, 0.126, 0.101, 0.052, 0.034, 0.132, 0.060, 0.084, 0.075, 0.005, 0.027, 0.018]
}



{
  "formula": "C34H25F6N2O4P2S5Sn",
  "method": "ωB97M-V/def2-TZVPD",
  "charge": 1,
  "multiplicity": 1,
  "e_tot_ha": -5208.10562,
  "e_lumo_ev": -3.7,
  "e_above_lowest_kj_mol": 0.0,
  "elements": ["Sn", "S", "P", "C", "P", "S", "C", "C", "C", "C", "C", "C", "C", "C", "C", "C", "C", "C", "C", "C", "C", "C", "C", "C", "C", "C", "C", "C", "C", "C", "H", "H", "H", "H", "H", "H", "H", "H", "H", "H", "H", "H", "H", "H", "H", "H", "H", "H", "H", "H", "F", "C", "F", "F", "S", "O", "O", "N", "S", "O", "O", "C", "F", "F", "F", "S", "C", "N", "C", "C", "C", "C", "C", "C", "H", "H", "H", "H", "H"],
  "xyz": [[-0.370, 2.136, -0.604], [1.972, 0.972, -1.322], [1.842, -1.008, -0.975], [0.305, -1.571, -0.173], [-1.185, -1.273, -0.876], [-1.520, -0.311, -2.533], [0.342, -2.603, 0.902], [0.387, -3.957, 0.576], [0.461, -4.915, 1.575], [0.504, -4.537, 2.909], [0.413, -3.192, 3.239], [0.312, -2.232, 2.245], [-2.552, -2.146, -0.113], [-3.210, -3.113, -0.870], [-4.293, -3.777, -0.319], [-4.724, -3.460, 0.962], [-4.073, -2.482, 1.702], [-2.979, -1.818, 1.171], [3.227, -1.436, 0.093], [4.387, -2.008, -0.423], [5.484, -2.194, 0.403], [5.427, -1.814, 1.735], [4.273, -1.236, 2.246], [3.181, -1.027, 1.424], [1.912, -1.993, -2.487], [1.516, -1.456, -3.707], [1.406, -2.286, -4.813], [1.697, -3.637, -4.704], [2.108, -4.169, -3.488], [2.210, -3.354, -2.375], [0.349, -4.260, -0.463], [0.470, -5.962, 1.301], [0.592, -5.288, 3.682], [0.407, -2.887, 4.277], [0.203, -1.187, 2.509], [-2.890, -3.330, -1.881], [-4.809, -4.532, -0.895], [-5.589, -3.959, 1.376], [-4.425, -2.219, 2.691], [-2.485, -1.033, 1.728], [4.434, -2.303, -1.463], [6.389, -2.625, -0.002], [6.295, -1.942, 2.368], [4.234, -0.932, 3.284], [2.298, -0.535, 1.808], [1.304, -0.399, -3.782], [1.085, -1.875, -5.761], [1.609, -4.280, -5.569], [2.345, -5.222, -3.407], [2.522, -3.768, -1.424], [-0.724, 3.106, 5.131], [-0.872, 1.997, 4.436], [0.218, 1.241, 4.560], [-1.924, 1.318, 4.880], [-1.122, 2.325, 2.635], [-1.419, 1.013, 2.079], [0.120, 2.863, 2.113], [-2.327, 3.309, 2.685], [-3.018, 3.795, 1.346], [-3.726, 5.008, 1.506], [-2.115, 3.696, 0.201], [-4.293, 2.482, 0.970], [-5.222, 2.989, 0.172], [-3.715, 1.456, 0.334], [-4.857, 2.026, 2.081], [1.850, 6.390, -0.006], [1.612, 4.699, -0.058], [0.771, 4.269, -0.949], [0.239, 5.312, -1.690], [-0.674, 5.195, -2.739], [-1.077, 6.339, -3.389], [-0.595, 7.596, -3.003], [0.299, 7.730, -1.962], [0.718, 6.574, -1.312], [2.135, 4.041, 0.621], [-1.038, 4.213, -3.020], [-1.779, 6.273, -4.210], [-0.925, 8.477, -3.536], [0.665, 8.700, -1.655]],
  "lowdin_charge": [1.210, 0.242, 0.600, -0.481, 0.532, 0.277, -0.328, -0.042, -0.058, -0.063, -0.054, -0.061, -0.377, -0.085, -0.061, -0.053, -0.050, -0.073, -0.349, -0.072, -0.058, -0.056, -0.053, -0.086, -0.351, -0.122, -0.060, -0.058, -0.059, -0.104, 0.109, 0.110, 0.110, 0.112, 0.102, 0.108, 0.113, 0.113, 0.115, 0.085, 0.107, 0.113, 0.113, 0.114, 0.100, 0.069, 0.114, 0.113, 0.113, 0.104, 0.177, -0.687, 0.146, 0.159, 0.560, -0.366, -0.355, -0.273, 0.618, -0.215, -0.482, -0.662, 0.164, 0.104, 0.160, 1.139, -0.448, -0.110, -0.321, -0.014, -0.055, -0.059, -0.065, -0.441, 0.089, 0.109, 0.114, 0.115, 0.118]
}



{
  "formula": "C7H9FS",
  "method": "ωB97M-V/def2-TZVPD",
  "smiles": "CSc1ccccc1.F",
  "multiplicity": 1,
  "e_tot_ha": -770.14240,
  "e_lumo_ev": 0.8,
  "e_above_lowest_kj_mol": 0.0,
  "elements": ["C", "C", "C", "C", "C", "C", "C", "F", "S", "H", "H", "H", "H", "H", "H", "H", "H", "H"],
  "xyz": [[2.313, 0.285, -1.225], [1.345, 0.186, -2.167], [1.936, -0.046, 0.075], [0.041, -0.086, -1.889], [0.624, -0.370, 0.430], [-0.346, -0.341, -0.550], [-2.238, -0.448, 1.599], [-0.413, 3.483, 0.187], [-2.079, -0.333, -0.209], [3.228, 0.639, -1.473], [1.663, 0.564, -3.247], [2.771, -0.076, 0.896], [-0.764, -0.098, -2.534], [0.095, 4.181, -0.185], [0.442, -0.695, 1.371], [-2.110, -1.535, 1.887], [-3.354, -0.154, 1.682], [-1.507, 0.199, 2.039]],
  "lowdin_charge": [-0.117, -0.122, -0.074, -0.119, -0.113, -0.537, -0.398, -0.089, 0.868, 0.065, 0.149, 0.138, 0.069, 0.093, 0.060, 0.052, 0.059, 0.015]
}



{
  "formula": "C6H10FN",
  "method": "ωB97M-V/def2-TZVPD",
  "smiles": "C#CCN[C@@H](C)CF",
  "multiplicity": 1,
  "e_tot_ha": -389.12221,
  "e_lumo_ev": 0.9,
  "e_above_lowest_kj_mol": 242.6,
  "elements": ["C", "C", "C", "C", "C", "C", "H", "H", "H", "H", "H", "H", "H", "H", "H", "H", "N", "F"],
  "xyz": [[-1.538, -0.412, -1.268], [-1.124, 0.249, 0.083], [-0.904, -0.818, 1.125], [1.282, 0.671, -0.644], [2.333, 0.303, 0.372], [2.961, -0.038, 1.367], [-2.483, -0.843, -1.049], [-0.688, -1.090, -1.641], [-1.834, 0.292, -2.004], [-1.996, 0.745, 0.445], [-1.940, -1.283, 1.350], [-0.510, -0.506, 2.123], [-0.219, 2.056, -0.409], [1.625, 1.494, -1.258], [1.266, -0.160, -1.395], [3.765, -0.079, 2.144], [0.016, 1.176, -0.076], [-0.012, -1.758, 0.734]],
  "lowdin_charge": [-0.050, -0.362, -0.224, -0.233, -0.114, 0.076, 0.058, 0.102, 0.057, 0.125, 0.140, 0.131, 0.078, 0.105, 0.115, 0.045, -0.015, -0.033]
}